Model A:
One molecule with the formula C17H20F3NO4, computed with wB97M-V/def2-TZVPD.

```
! wB97M-V def2-TZVPD RIJCOSX def2/J DEFGRID3
* xyz 0 1
N -2.87 -3.90 0.84
C -2.61 -3.01 1.82
O -3.43 -2.66 2.65
C -1.22 -2.45 1.79
C -0.82 -1.58 2.71
C 0.57 -1.02 2.72
C 0.63 0.39 2.15
C -0.49 1.00 1.60
C -0.39 2.25 1.02
C 0.83 2.91 1.00
C 0.94 4.23 0.30
F 1.99 4.96 0.69
F -0.15 5.00 0.46
F 1.08 4.08 -1.04
C 1.95 2.33 1.58
C 1.84 1.08 2.16
C 1.47 -1.97 1.92
C 0.80 -2.30 0.58
O 0.68 -1.10 -0.12
C 0.22 -1.22 -1.46
C 0.17 0.19 -2.04
C -0.26 0.19 -3.50
C -0.34 1.61 -4.06
O -0.71 1.53 -5.42
O -0.45 -2.94 0.76
H -3.78 -4.33 0.80
H -2.15 -4.17 0.19
H -1.52 -1.27 3.46
H 0.93 -0.98 3.75
H -1.44 0.49 1.60
H -1.26 2.72 0.58
H 2.89 2.85 1.58
H 2.71 0.63 2.61
H 1.60 -2.90 2.47
H 2.44 -1.53 1.72
H 1.39 -3.03 0.01
H -0.77 -1.69 -1.48
H 0.92 -1.85 -2.03
H -0.53 0.78 -1.45
H 1.15 0.65 -1.93
H -1.24 -0.28 -3.62
H 0.45 -0.38 -4.11
H 0.64 2.10 -3.95
H -1.08 2.19 -3.49
H -0.76 2.42 -5.79
*
```

Computed properties:
**SMILES**: NC(=O)C1=C[C@H](c2ccc(C(F)(F)F)cc2)C[C@H](OCCCCO)O1
**HOMO**: -9.3229 eV
**Gap between HOMO and LUMO**: 9.90 eV

***

Model B:
One molecule with the formula C17H20F3NO4, computed with wB97M-V/def2-TZVPD.

```
! wB97M-V def2-TZVPD RIJCOSX def2/J DEFGRID3
* xyz 0 1
N -3.44 -2.71 -1.45
C -2.17 -3.31 -1.20
O -1.77 -4.24 -1.73
C -1.48 -2.60 -0.19
C -0.36 -3.23 0.15
C 0.36 -2.46 1.42
C 1.57 -1.83 0.99
C 2.58 -1.19 1.59
C 3.69 -0.54 1.17
C 3.98 -0.47 -0.11
C 5.13 0.30 -0.75
F 6.08 0.33 0.39
F 4.89 1.43 -0.88
F 5.61 -0.29 -1.66
C 2.95 -0.73 -0.99
C 1.78 -1.47 -0.64
C -0.54 -1.36 1.99
C -1.29 -0.44 1.10
O -0.44 0.20 0.44
C -0.92 1.25 -0.90
C -1.25 2.42 -0.02
C -1.79 3.41 -0.94
C -2.23 4.67 -0.32
O -3.48 4.44 0.22
O -2.13 -1.35 0.28
H -4.14 -3.30 -2.17
H -3.90 -1.82 -1.12
H -0.13 -4.03 -0.08
H 0.59 -3.05 2.34
H 2.42 -1.28 2.90
H 4.57 -0.07 1.90
H 3.20 -0.73 -2.03
H 1.18 -2.14 -1.36
H -1.32 -1.79 2.87
H 0.17 -0.74 2.84
H -2.11 0.25 1.64
H -0.09 1.26 -1.55
H -1.77 0.64 -0.92
H -0.48 2.58 0.59
H -2.14 2.40 0.63
H -0.88 3.64 -1.65
H -2.43 3.23 -1.68
H -1.54 5.20 0.29
H -2.46 5.35 -1.17
H -4.09 4.17 -0.24
*
```

Computed properties:
**SMILES**: NC(=O)C1=C[C@@H](c2ccc(C(F)(F)F)cc2)C[C@@H](OCCCCO)O1
**HOMO**: -8.6340 eV
**Gap between HOMO and LUMO**: 9.06 eV

***

Computed relative energies in units of kJ/mol: model A 0.0; model B 1404.9

***

Model A:
C3H9NO as an isolated structure, computed with wB97M-V/def2-TZVPD.

```
! wB97M-V def2-TZVPD RIJCOSX def2/J DEFGRID3
* xyz 0 1
C 1.91 -0.32 0.17
C -0.27 0.69 -0.46
C -1.47 0.21 0.45
H 2.67 0.56 -0.32
H 2.33 -1.66 0.44
H 1.57 0.27 1.49
H 0.79 -0.57 -1.64
H 0.18 1.67 -0.15
H -0.63 0.98 -1.47
H -1.93 1.16 0.87
H -0.97 -0.40 1.16
H -2.42 -1.61 0.45
N 0.61 -0.44 -0.62
O -2.36 -0.54 -0.38
*
```

Computed properties:
**HOMO**: -8.9202 eV
**Gap between HOMO and LUMO**: 9.25 eV

***

Model B:
A 2-piece molecular cluster, C3H9NO overall, computed with wB97M-V/def2-TZVPD.

```
! wB97M-V def2-TZVPD RIJCOSX def2/J DEFGRID3
* xyz 0 1
C 1.57 2.54 0.77
C 0.86 1.65 0.09
N 0.27 0.45 0.48
C 0.23 -0.50 -0.62
H 1.96 2.44 1.79
H 2.09 3.30 0.22
H 0.76 1.88 -0.98
H 0.39 0.13 1.42
H -0.37 -0.12 -1.44
H 1.19 -0.93 -1.04
H -0.30 -1.37 -0.16
O -2.59 -3.34 0.00
H -2.94 -2.47 0.19
H -3.13 -3.67 -0.72
*
```

Computed properties:
**SMILES**: C=CNC.O
**HOMO**: -8.0685 eV
**Gap between HOMO and LUMO**: 8.90 eV

***

Model C:
A 2-piece molecular cluster, C3H9NO overall, computed with wB97M-V/def2-TZVPD.

```
! wB97M-V def2-TZVPD RIJCOSX def2/J DEFGRID3
* xyz 0 1
C -2.51 -0.54 0.31
C -1.31 -0.05 0.01
N -1.01 1.28 -0.17
H -2.74 -1.59 0.19
H -3.31 0.09 0.66
H -0.42 -0.77 -0.20
H -1.60 1.92 0.35
H -0.02 1.50 -0.14
C 2.04 -0.63 -0.03
O 2.06 0.76 -0.26
H 2.08 -1.21 -0.96
H 2.91 -0.93 0.57
H 1.00 -0.83 0.47
H 2.82 0.98 -0.82
*
```

Computed properties:
**SMILES**: C=CN.CO
**HOMO**: -7.9693 eV
**Gap between HOMO and LUMO**: 8.76 eV

***

Computed relative energies in units of kJ/mol: model A 461.8; model B 0.0; model C 28.7

***

Model A:
A 2-piece molecular cluster, C3H9NO overall, computed with wB97M-V/def2-TZVPD.

```
! wB97M-V def2-TZVPD RIJCOSX def2/J DEFGRID3
* xyz 0 1
C -2.08 -3.39 -2.94
C -2.46 -3.16 -1.70
H -1.10 -3.80 -3.11
H -2.62 -3.13 -3.84
H -1.89 -3.34 -0.80
H -3.41 -2.77 -1.33
N 1.37 2.12 2.68
C 1.23 1.51 1.39
O 1.55 2.39 0.29
H 2.23 2.68 2.71
H 0.62 2.79 2.81
H 1.93 0.67 1.34
H 0.20 1.20 1.26
H 2.38 2.09 -0.09
*
```

Computed properties:
**SMILES**: C=C.NCO
**HOMO**: -9.8101 eV
**Gap between HOMO and LUMO**: 10.72 eV

***

Model B:
A 2-piece molecular cluster, C3H9NO overall, computed with wB97M-V/def2-TZVPD.

```
! wB97M-V def2-TZVPD RIJCOSX def2/J DEFGRID3
* xyz 0 1
C -0.46 0.08 -0.84
C -0.41 0.31 0.48
N -0.31 1.63 1.04
C -0.61 1.50 2.43
H 0.18 0.41 -1.64
H -1.29 -0.54 -1.22
H -0.40 -0.49 1.22
H -0.81 2.35 0.50
H 0.36 1.31 2.97
H -1.17 0.58 2.75
H -1.09 2.41 2.85
O 1.59 -2.97 -2.70
H 0.65 -2.93 -2.57
H 1.88 -2.10 -2.92
*
```

Computed properties:
**SMILES**: C=CNC.O
**HOMO**: -7.7738 eV
**Gap between HOMO and LUMO**: 8.71 eV

***

Computed relative energies in units of kJ/mol: model A 0.0; model B 129.4

***

Model A:
C4H11O4 as an isolated structure, computed with wB97M-V/def2-TZVPD.

```
! wB97M-V def2-TZVPD RIJCOSX def2/J DEFGRID3
* xyz -1 1
O 2.89 2.98 0.03
C 2.34 2.02 0.54
C 1.35 1.17 -0.19
C -0.09 1.20 0.39
C -0.93 0.12 -0.35
O -1.11 -0.98 0.54
H 2.67 1.71 1.54
H 1.69 0.16 0.12
H 1.39 1.28 -1.26
H -0.11 0.94 1.44
H -0.49 2.22 0.31
H -1.93 0.50 -0.58
H -0.35 -0.27 -1.18
H -3.67 -1.94 -0.87
H -2.17 -1.85 -0.45
O -2.79 -2.10 -1.20
H -0.05 -1.70 0.53
H 0.50 -3.11 0.10
O 0.86 -2.34 0.54
*
```

Computed properties:
**HOMO**: -4.3912 eV
**Gap between HOMO and LUMO**: 8.11 eV

***

Model B:
A 3-piece molecular cluster, C4H11O4 overall, computed with wB97M-V/def2-TZVPD.

```
! wB97M-V def2-TZVPD RIJCOSX def2/J DEFGRID3
* xyz -1 1
C 0.81 -1.87 0.77
O 0.57 -1.73 -0.58
C 0.66 -0.44 1.43
C -0.47 0.42 0.80
C -1.38 1.02 1.86
O -2.35 1.69 1.57
H 0.10 -2.57 1.28
H 1.84 -2.17 0.94
H 0.41 -0.43 2.51
H 1.61 0.09 1.48
H -1.09 -0.04 0.03
H 0.05 1.27 0.36
H -1.13 0.91 2.93
H 1.64 -1.97 -2.08
H 0.86 -3.10 -2.51
O 1.64 -2.61 -2.84
H 0.37 2.72 -2.14
H -1.04 3.44 -1.80
O -0.08 3.56 -2.00
*
```

Computed properties:
**HOMO**: -3.3637 eV
**Gap between HOMO and LUMO**: 6.88 eV

***

Computed relative energies in units of kJ/mol: model A 0.0; model B 78.4

***

Model A:
One molecule with the formula C4H7NO2, computed with wB97M-V/def2-TZVPD.

```
! wB97M-V def2-TZVPD RIJCOSX def2/J DEFGRID3
* xyz 0 1
C -0.84 -1.24 0.52
C -0.40 0.12 0.07
C -1.33 1.19 0.24
O -2.47 1.09 0.66
C 0.88 0.34 -0.37
N 1.91 -0.50 -0.26
O 1.29 1.45 -0.99
H -0.28 -1.59 1.40
H -1.89 -1.20 0.80
H -0.73 -2.00 -0.27
H -0.98 2.21 -0.06
H 1.68 -1.44 0.03
H 2.74 -0.35 -0.80
H 0.42 1.93 -0.97
*
```

Computed properties:
**SMILES**: C/C(C=O)=C(\N)O
**HOMO**: -8.4041 eV
**Gap between HOMO and LUMO**: 9.01 eV

***

Model B:
A 3-piece molecular cluster, C4H7NO2 overall, computed with wB97M-V/def2-TZVPD.

```
! wB97M-V def2-TZVPD RIJCOSX def2/J DEFGRID3
* xyz 0 1
C 1.16 0.01 2.02
C 1.69 -0.43 0.73
N 2.08 -0.78 -0.30
H 0.07 0.05 1.94
H 1.45 -0.70 2.80
H 1.55 1.00 2.26
C -2.00 0.88 -0.30
O -1.64 0.02 0.48
H -2.88 0.74 -0.95
H -1.50 1.86 -0.37
C -0.07 -0.54 -2.19
O -0.66 0.49 -2.42
H -0.35 -1.18 -1.33
H 0.77 -0.89 -2.81
*
```

Computed properties:
**SMILES**: CC#N.C=O.C=O
**HOMO**: -10.1509 eV
**Gap between HOMO and LUMO**: 11.03 eV

***

Model C:
A 2-piece molecular cluster, C4H7NO2 overall, computed with wB97M-V/def2-TZVPD.

```
! wB97M-V def2-TZVPD RIJCOSX def2/J DEFGRID3
* xyz 0 1
C -2.96 -0.30 0.08
C -1.99 0.61 0.12
N -0.65 0.39 -0.19
C -0.04 -0.64 -0.51
O 0.30 -1.75 -0.60
H -2.76 -1.33 -0.14
H -3.97 -0.03 0.31
H -2.18 1.64 0.41
C 2.69 0.03 0.22
O 1.72 0.49 -0.72
H 2.89 -1.01 -0.03
H 3.60 0.62 0.14
H 2.30 0.08 1.24
H 1.04 1.19 -0.34
*
```

Computed properties:
**SMILES**: C=CN=C=O.CO
**HOMO**: -9.1369 eV
**Gap between HOMO and LUMO**: 9.98 eV

***

Model D:
One molecule with the formula C4H7NO2, computed with wB97M-V/def2-TZVPD.

```
! wB97M-V def2-TZVPD RIJCOSX def2/J DEFGRID3
* xyz 0 1
H 1.60 2.11 -0.52
N 1.74 1.10 -0.42
C 0.64 0.49 -0.47
C -0.73 1.10 -0.67
C 0.68 -1.03 -0.37
O -0.50 -1.56 0.25
C -0.73 -1.16 1.50
O -0.01 -0.46 2.17
H -0.66 2.19 -0.72
H -1.38 0.85 0.17
H -1.21 0.72 -1.57
H 0.68 -1.49 -1.36
H 1.58 -1.33 0.18
H -1.71 -1.54 1.83
*
```

Computed properties:
**SMILES**: [H]/N=C(\C)COC=O
**HOMO**: -10.1765 eV
**Gap between HOMO and LUMO**: 11.02 eV

***

Computed relative energies in units of kJ/mol: model A 7.4; model B 140.9; model C 150.0; model D 0.0

***

Model A:
One molecule with the formula C4H7NO2, computed with wB97M-V/def2-TZVPD.

```
! wB97M-V def2-TZVPD RIJCOSX def2/J DEFGRID3
* xyz 0 1
C -1.30 1.32 -0.60
C -0.29 0.40 0.03
C 0.37 -0.85 -0.48
C 0.20 -1.89 0.58
O -0.61 -2.78 0.45
N 1.10 0.41 -0.30
O 1.90 0.47 0.87
H -1.04 1.63 -1.62
H -2.28 0.83 -0.61
H -1.37 2.21 0.03
H -0.46 0.28 1.10
H 0.33 -1.21 -1.51
H 0.76 -1.74 1.51
H 2.69 0.93 0.55
*
```

Computed properties:
**SMILES**: C[C@H]1[C@H](C=O)N1O
**HOMO**: -9.7125 eV
**Gap between HOMO and LUMO**: 10.62 eV

***

Model B:
One molecule with the formula C4H7NO2, computed with wB97M-V/def2-TZVPD.

```
! wB97M-V def2-TZVPD RIJCOSX def2/J DEFGRID3
* xyz 0 1
N 0.52 1.95 0.75
C -0.62 1.24 0.94
O -1.30 1.28 1.94
C -1.00 0.34 -0.24
C 0.12 0.05 -1.20
C 0.73 -1.97 -0.51
O 0.09 -1.25 -1.58
H 0.85 2.54 1.50
H 1.08 1.79 -0.07
H -1.64 0.95 -0.90
H -1.61 -0.51 0.11
H 1.46 -1.30 -0.02
H 0.02 -2.33 0.24
H 1.27 -2.79 -0.97
*
```

Computed properties:
**HOMO**: -8.6838 eV
**Gap between HOMO and LUMO**: 8.53 eV

***

Model C:
A 2-piece molecular cluster, C4H7NO2 overall, computed with wB97M-V/def2-TZVPD.

```
! wB97M-V def2-TZVPD RIJCOSX def2/J DEFGRID3
* xyz 0 1
C 2.08 -0.03 -0.69
N 1.72 -0.83 0.45
C 0.83 -0.90 1.25
C -1.05 1.35 0.22
O -1.54 0.45 -0.59
C -2.08 -0.69 -0.33
O 0.02 -1.08 2.10
H 1.40 0.83 -0.79
H 3.11 0.32 -0.58
H 2.01 -0.64 -1.60
H -0.78 2.28 -0.26
H -1.18 1.22 1.29
H -2.38 -1.26 -1.19
H -2.17 -1.02 0.70
*
```

Computed properties:
**HOMO (spin up / spin down)**: -7.6773 / -7.5847 eV
**Gap between HOMO and LUMO (spin up / spin down)**: 8.30 / 8.08 eV

***

Computed relative energies in units of kJ/mol: model A 0.0; model B 25.3; model C 76.5